Entry 1:
DFT (ωB97M-V/def2-TZVPD) results for CH2O3S2 as an isolated structure at a distorted geometry.

- energy above the lowest of the compared OMol25 structures with the same formula, charge and spin (eV) = 2.052
- molar mass (g/mol) = 126.16
- HOMO-LUMO gap (alpha / beta) (eV) = 7.75 / 7.75

Positions of all 8 atoms, in Å:
C -0.3559 -0.2587 0.2831
O 2.5375 0.3551 -1.0548
O 0.3286 -0.8771 -0.7851
O 0.5905 0.1685 1.1464
S -1.4038 1.1939 -0.2256
S 1.8985 -0.6478 -0.3064
H -0.9840 -0.9722 0.6296
H -2.6115 1.0383 0.3127

Entry 2:
DFT (ωB97M-V/def2-TZVPD) results for a 2-piece molecular cluster, C5H13NO overall at a distorted geometry.

- energy above the lowest of the compared OMol25 structures with the same formula, charge and spin (eV) = 2.814
- molar mass (g/mol) = 103.16
- HOMO-LUMO gap (eV) = 8.74
- SMILES string = CN1CCCC1.O

Positions of all 20 atoms, in Å:
C -0.3935 2.2981 -1.9806
N -0.1910 0.8909 -1.8177
C 0.8179 0.4317 -0.8965
C 0.5729 -0.9922 -0.5434
C -0.9693 -0.8874 -0.2866
C -1.4252 -0.0648 -1.5619
H 0.5440 2.8588 -2.5243
H -1.2375 2.6757 -2.3932
H -0.3188 2.9172 -0.8939
H 0.7084 1.1128 -0.0311
H 1.8134 0.5218 -1.3597
H 0.7650 -1.6456 -1.4340
H 1.0672 -1.3005 0.3645
H -1.3114 -2.0690 -0.2326
H -1.3212 -0.2775 0.4934
H -2.2915 0.5418 -1.4486
H -1.5601 -0.7454 -2.4520
H 1.6221 -1.8079 5.5635
H 1.1952 -2.3428 7.0151
O 1.9134 -2.1154 6.4195

Entry 3:
DFT (ωB97M-V/def2-TZVPD) results for a 2-piece molecular cluster, C2H2Cl4S overall at a distorted geometry.

- energy above the lowest of the compared OMol25 structures with the same formula, charge and spin (eV) = 2.499
- molar mass (g/mol) = 199.92
- HOMO-LUMO gap (eV) = 8.46

Positions of all 9 atoms, in Å:
C 1.7549 1.2650 -1.1399
C -1.0406 -0.9068 1.2698
S 0.4405 0.5198 -1.7728
Cl 2.7148 0.3387 -0.1416
Cl 0.2200 -1.8613 0.5460
Cl -0.8106 0.8168 1.0052
Cl -0.2270 1.9732 -3.0003
H -1.0739 -0.8273 2.3171
H -1.9780 -1.3179 0.9164

Entry 4:
DFT (ωB97M-V/def2-TZVPD) results for a 2-piece molecular cluster, C5H14 overall at a distorted geometry.

- energy above the lowest of the compared OMol25 structures with the same formula, charge and spin (eV) = 0.406
- molar mass (g/mol) = 74.17
- HOMO-LUMO gap (eV) = 12.54
- SMILES string = CCC.CC

Positions of all 19 atoms, in Å:
C 0.1943 1.7848 0.1654
C -0.1447 2.8581 1.1937
C 0.8863 2.3901 -1.0848
H 0.8206 0.9983 0.5813
H -0.7042 1.3277 -0.2535
H -0.7882 3.6208 0.7618
H 1.9669 2.4784 -0.9544
H 0.7279 1.6939 -1.9073
H 0.5159 3.3851 -1.3236
H -0.7677 2.4614 2.0002
H 0.7910 3.2636 1.5679
C -1.1858 -3.3767 -0.2675
C 0.3315 -3.2036 0.0746
H -1.2379 -3.8346 -1.2531
H -1.6566 -4.0003 0.4853
H -1.7551 -2.4561 -0.2797
H 0.6337 -3.6419 1.0210
H 0.8767 -3.6140 -0.7660
H 0.4953 -2.1351 0.2389

Number 1: energy -28879.3957 eV. Number 2: energy -8931.1969 eV. Number 3: energy -63028.3828 eV. Number 4: energy -5411.6441 eV.